Model 1:
A molecular structure, H12NaO6. Source: OMol25; level of theory: ωB97M-V with the def2-TZVPD basis set.

Atoms and positions in Å:
Na 0.1091 -0.0854 0.0322
O -1.6863 -0.0632 1.8483
H -2.1433 0.6621 1.4225
H -1.8853 0.0410 2.7788
O 0.0974 2.2860 0.9488
H -0.1627 2.9414 1.5961
H 0.2665 2.7891 0.1522
O 2.3183 0.2726 -1.7940
H 3.2025 0.2750 -1.4272
H 2.2935 -0.5023 -2.3554
O 1.8323 -0.7533 1.4553
H 2.7555 -0.6286 1.6753
H 1.5435 -1.4651 2.0264
O -2.0581 0.4862 -1.1826
H -1.9911 1.0310 -1.9668
H -2.9914 0.2870 -1.1079
O -0.4785 -2.2775 -1.0656
H -0.9760 -2.1700 -1.8763
H -0.0458 -3.1260 -1.1603

Properties
Gap between HOMO and LUMO, eV: 11.96
LUMO, eV: -3.0540
Net charge: +1


Model 2:
A molecular structure, H12NaO6. Source: OMol25; level of theory: ωB97M-V with the def2-TZVPD basis set.

Atoms and positions in Å:
Na -5.4115 4.2303 23.9676
O -5.8404 5.4862 25.9732
H -5.9867 5.4338 26.9389
H -5.6914 6.4215 25.9909
O -6.1360 6.1571 23.0770
H -7.0166 6.3521 23.4040
H -6.2767 5.6742 22.2735
O -3.1627 4.5566 24.6538
H -2.5231 3.9507 24.9115
H -3.0191 5.3404 25.2374
O -4.7077 2.8639 22.0596
H -4.7664 1.9572 22.3666
H -3.7695 3.0818 22.1893
O -7.4427 3.3924 24.5025
H -7.3819 3.1410 25.4642
H -7.8993 2.5809 24.1998
O -4.4949 2.0681 24.9181
H -4.6184 1.3312 24.3004
H -4.7776 1.8420 25.7847

Properties
Gap between HOMO and LUMO, eV: 11.97
LUMO, eV: -3.4211
Net charge: +1


Model 3:
A molecular structure, H12NaO6. Source: OMol25; level of theory: ωB97M-V with the def2-TZVPD basis set.

Atoms and positions in Å:
Na 0.3191 0.0763 -0.0324
O -0.1955 -2.0513 0.7637
H -0.0967 -2.9151 0.3777
H -1.0897 -2.0299 1.0595
O 1.4891 0.3765 1.8994
H 1.4342 -0.4161 2.4288
H 1.0215 0.9987 2.4560
O -1.3948 0.9821 1.8360
H -1.1604 0.7808 2.7253
H -1.7879 1.8274 1.8466
O 1.3302 -1.2094 -1.8068
H 0.5760 -1.0445 -2.3564
H 2.0048 -1.5221 -2.4099
O 1.2600 1.8307 -1.2800
H 0.8414 2.6309 -0.9618
H 1.0063 1.9094 -2.1888
O -1.7464 0.0424 -1.0867
H -1.7383 0.5199 -1.9176
H -2.0729 -0.7868 -1.3525

Properties
Gap between HOMO and LUMO, eV: 11.96
LUMO, eV: -3.3777
Net charge: +1


Which one sits at the top of the stability order? model 1 does.


Model 1:
C9H12N2O2S in the gas phase. Source: OMol25; level of theory: ωB97M-V with the def2-TZVPD basis set.

Atoms and positions in Å:
C 4.0121 -0.6803 -0.5034
C 2.7332 -0.2079 0.1249
C 2.6281 -0.1790 1.4750
N 1.5631 0.2269 2.1391
C 0.4808 0.3883 1.4744
N 0.4525 0.1200 0.1814
C 1.5597 -0.1712 -0.6098
O 1.3998 -0.5062 -1.7509
C -0.8762 0.1877 -0.4635
C -1.5943 -1.1184 -0.2109
C -1.6757 1.4988 0.5630
C -3.2058 1.4709 0.5724
O -0.9664 2.7178 0.3211
S -0.9448 0.9365 2.1519
H 4.6016 0.1139 -0.9065
H 3.8528 -1.3542 -1.3435
H 4.7118 -1.2150 0.2121
H 3.5157 -0.2528 2.0809
H -0.6998 0.5397 -1.5634
H -1.7606 -1.2713 0.8129
H -0.8170 -1.8716 -0.6301
H -2.5760 -1.2224 -0.8517
H -3.6130 0.5940 0.0950
H -3.5424 2.3874 -0.0048
H -3.5068 1.5248 1.5762
H -1.2599 3.0599 -0.5337

Properties
Gap between HOMO and LUMO, eV: 8.94
SMILES: Cc1cnc2n(c1=O)[C@@H](C)[C@](C)(O)S2
LUMO, eV: 0.5123


Model 2:
C9H12N2O2S in the gas phase. Source: OMol25; level of theory: ωB97M-V with the def2-TZVPD basis set.

Atoms and positions in Å:
C 3.0528 -1.6164 -0.4984
C 2.0180 -1.0015 0.1407
C 1.1015 -1.7109 0.9961
C 1.8070 0.3733 -0.2351
C 2.7598 1.1790 -1.0607
N 0.8159 1.0529 0.2013
C -0.5373 0.9590 0.4677
O -1.1443 1.6796 1.2155
C -1.3754 0.1427 -0.5088
C -2.5445 -0.4212 0.1502
S -2.7525 -2.0585 0.3523
N -3.5719 0.4347 0.5545
C -3.8061 1.7569 0.1957
O -3.2346 2.4051 -0.6420
H 3.3363 -2.5993 -0.3228
H 3.8316 -1.0794 -0.9660
H 0.2971 -1.1269 1.4173
H 1.4879 -2.0295 1.9020
H 0.6488 -2.5603 0.6283
H 2.6834 2.3608 -1.1739
H 2.7656 0.8343 -2.1006
H 3.7406 0.9700 -0.6600
H -1.8094 0.7119 -1.3263
H -0.8535 -0.7464 -0.8326
H -4.2014 -0.0349 1.1757
H -4.5153 2.1252 0.9300

Properties
Gap between HOMO and LUMO, eV: 8.28
SMILES: C=C(C)/C(C)=N\C(=O)CC(=S)NC=O
LUMO, eV: -0.5840


Which one sits at the top of the stability order? model 1 does.


Model 1:
2 unconnected molecules or ions with the total composition C4H12OS. Source: OMol25; level of theory: ωB97M-V with the def2-TZVPD basis set.

Atoms and positions in Å:
C -0.1990 1.7649 -0.2931
C -0.5539 0.3816 -0.8266
C -0.3338 -0.7215 0.2109
S -1.4659 -2.1424 0.1283
C -3.0137 -1.3105 0.5522
H -0.7600 1.9026 0.6293
H -0.4869 2.5609 -0.9751
H 0.8645 1.9151 -0.0897
H -1.6161 0.4016 -1.0675
H -0.0605 0.0905 -1.7539
H 0.6992 -1.0758 0.1705
H -0.4473 -0.3610 1.2202
H -3.4250 -1.6694 1.4893
H -3.7605 -1.5344 -0.2088
H -2.8576 -0.2508 0.6584
O 6.2077 0.0640 0.1014
H 5.5694 0.6393 -0.3492
H 5.6395 -0.6548 0.4036

Properties
Gap between HOMO and LUMO, eV: 8.97
SMILES: CCCSC.O
LUMO, eV: 0.4503


Model 2:
2 unconnected molecules or ions with the total composition C4H12OS. Source: OMol25; level of theory: ωB97M-V with the def2-TZVPD basis set.

Atoms and positions in Å:
C -1.9292 1.6729 0.6810
C -2.4160 0.6072 1.6603
O -3.4080 -0.2313 1.1100
H -1.3782 2.4947 1.1484
H -1.0946 1.2590 0.1288
H -2.7135 2.1137 0.0613
H -2.8080 1.0340 2.5828
H -1.5288 0.0318 1.9443
H -3.3026 -0.2506 0.1475
C 2.3851 -1.9342 -2.0043
S 1.9845 -1.8314 -0.2659
C 2.1492 -0.0497 -0.0367
H 3.3037 -1.4180 -2.2731
H 1.5857 -1.5459 -2.6335
H 2.5752 -2.9643 -2.2824
H 1.9323 0.5179 -0.9285
H 1.4791 0.3288 0.7325
H 3.1841 0.1654 0.2275

Properties
Gap between HOMO and LUMO, eV: 9.43
SMILES: CCO.CSC
LUMO, eV: 0.8493


Model 3:
2 unconnected molecules or ions with the total composition C4H12OS. Source: OMol25; level of theory: ωB97M-V with the def2-TZVPD basis set.

Atoms and positions in Å:
C -1.6800 -2.1456 -0.6369
C -0.4912 -1.3084 -1.0873
C 0.4336 -0.7088 0.0769
C -0.4769 0.1041 1.1094
S 0.7616 0.9183 2.3635
H -1.4227 -2.8996 0.0857
H -2.2673 -2.4813 -1.4981
H -2.3443 -1.4483 -0.1003
H 0.2558 -1.8620 -1.6553
H -0.6951 -0.3881 -1.6270
H 0.9807 -1.5163 0.5203
H 1.1088 0.0229 -0.3881
H -0.6694 0.9212 0.4172
H -1.0743 -0.6681 1.5882
H 1.4582 1.9524 2.9174
O 1.7326 3.9308 -0.8831
H 2.2648 4.5267 -0.3639
H 2.1251 3.0501 -0.8385

Properties
Gap between HOMO and LUMO, eV: 8.51
SMILES: CCCCS.O
LUMO, eV: -0.1861


Which one sits at the top of the stability order? model 1 does.


Model 1:
C20H31N5O4 in the gas phase. Source: OMol25; level of theory: ωB97M-V with the def2-TZVPD basis set.

Atoms and positions in Å:
C 0.7570 3.3756 -0.8523
C 0.6752 4.7406 -0.1806
C 1.8191 4.8763 0.8271
C -0.6746 4.9913 0.5239
N -1.3446 3.8242 1.0398
N -2.1562 3.0300 0.2189
C -2.5770 1.9770 1.0355
C -3.5272 0.9771 0.4571
C -3.8130 -0.1142 1.4766
O -4.5895 0.0437 2.3989
N -3.0715 -1.2325 1.3324
C -2.2534 -1.8022 0.2581
C -2.0518 -3.0567 1.1551
C -0.6248 -3.3845 1.5497
N 0.1603 -3.9728 0.4685
C -0.0235 -5.3974 0.2666
C 0.9658 -3.1691 -0.2815
O 1.0105 -1.9582 -0.0880
C 1.7847 -3.8534 -1.3592
C 2.8273 -3.0381 -2.1210
O 3.7807 -3.6161 -2.6103
N 2.5689 -1.7258 -2.2873
C 3.4862 -0.8820 -2.9929
C 3.2037 0.5826 -3.0099
C 4.3738 0.0555 -2.2258
C -2.8956 -2.3505 2.2485
C -1.9850 2.0273 2.2356
C -1.1641 3.2462 2.2793
O -0.4414 3.7003 3.1487
H 0.6862 2.5769 -0.1104
H -0.0363 3.2204 -1.5854
H 1.7159 3.2788 -1.3628
H 0.7968 5.5228 -0.9363
H 1.7132 4.1405 1.6268
H 2.7847 4.7238 0.3411
H 1.8246 5.8644 1.2903
H -0.5375 5.6683 1.3674
H -1.3728 5.4801 -0.1646
H -2.9107 3.5774 -0.1847
H -4.4748 1.4518 0.1915
H -3.0901 0.5734 -0.4585
H -2.8105 -1.9733 -0.6646
H -1.3320 -1.2545 0.0589
H -2.5552 -3.9397 0.7610
H -0.1188 -2.4842 1.8960
H -0.6319 -4.0991 2.3785
H 0.5792 -5.7613 -0.5568
H 0.2586 -5.9449 1.1689
H -1.0688 -5.6232 0.0440
H 2.3323 -4.6998 -0.9470
H 1.0971 -4.2615 -2.1058
H 1.8849 -1.3173 -1.6627
H 3.8867 -1.3444 -3.8831
H 3.3975 1.1265 -3.9243
H 2.3374 0.9321 -2.4633
H 4.2917 0.0325 -1.1469
H 5.3744 0.2312 -2.5963
H -2.3368 -2.0686 3.1443
H -3.8238 -2.8483 2.5283
H -2.0812 1.3247 3.0448

Properties
Gap between HOMO and LUMO, eV: 8.82
SMILES: CC(C)Cn1[nH]c(CC(=O)N2CC(CN(C)C(=O)CC(=O)NC3CC3)C2)cc1=O
LUMO, eV: 0.3346


Model 2:
C20H31N5O4 in the gas phase. Source: OMol25; level of theory: ωB97M-V with the def2-TZVPD basis set.

Atoms and positions in Å:
C -5.9904 2.8195 -1.5894
C -4.9804 1.6846 -1.7392
C -5.6033 0.3310 -1.4198
C -3.6930 1.9744 -0.9273
N -3.4690 1.1525 0.2408
N -4.3042 1.2809 1.3568
C -4.0770 0.1545 2.1348
C -4.7056 0.0514 3.4912
C -4.7210 -1.4116 3.9096
O -3.8237 -1.9051 4.5668
N -5.7668 -2.1324 3.4465
C -6.6701 -1.8659 2.3133
C -6.6010 -3.3657 1.9414
C -5.8723 -3.6866 0.6386
N -6.7365 -3.9688 -0.5093
C -6.4799 -5.2001 -1.2407
C -7.5498 -2.9820 -0.9505
O -7.6677 -1.9474 -0.2968
C -8.2889 -3.2260 -2.2542
C -9.0590 -2.0894 -2.9301
O -9.4900 -2.2759 -4.0543
N -9.2377 -0.9503 -2.2375
C -9.9572 0.1522 -2.7949
C -9.6502 1.5074 -2.2440
C -9.2201 1.1454 -3.6419
C -5.7255 -3.5759 3.2058
C -3.3048 -0.7267 1.4739
C -2.9335 -0.1253 0.1955
O -2.3270 -0.5807 -0.7598
H -6.3507 2.8822 -0.5578
H -5.5460 3.7821 -1.8502
H -6.8551 2.6654 -2.2370
H -4.6734 1.6641 -2.7893
H -5.9638 0.2908 -0.3900
H -6.4608 0.1500 -2.0710
H -4.8910 -0.4822 -1.5686
H -2.8142 1.7932 -1.5447
H -3.6636 3.0225 -0.6189
H -4.1923 2.1735 1.8262
H -4.1194 0.5999 4.2290
H -5.7133 0.4706 3.4586
H -7.6542 -1.5140 2.6222
H -6.2648 -1.1981 1.5561
H -7.5595 -3.8809 1.9724
H -5.1882 -2.8670 0.3920
H -5.2645 -4.5801 0.7844
H -7.3348 -5.4820 -1.8466
H -5.6026 -5.1132 -1.8876
H -6.3037 -6.0040 -0.5275
H -7.5970 -3.5918 -3.0134
H -9.0143 -4.0305 -2.1051
H -8.8316 -0.9065 -1.3103
H -10.9785 -0.0723 -3.0739
H -10.4673 2.2027 -2.1162
H -8.8811 1.5659 -1.4842
H -8.1694 0.9514 -3.8111
H -9.7464 1.5883 -4.4751
H -4.7105 -3.9407 3.0304
H -6.1827 -4.1652 4.0003
H -3.0035 -1.7064 1.8045

Properties
Gap between HOMO and LUMO, eV: 9.18
SMILES: CC(C)Cn1[nH]c(CC(=O)N2CC(CN(C)C(=O)CC(=O)NC3CC3)C2)cc1=O
LUMO, eV: 0.4990


Which one sits at the top of the stability order? model 2 does.


Model 1:
A gas-phase ion, C4H8NO2S (charge -1). Source: OMol25; level of theory: ωB97M-V with the def2-TZVPD basis set.

Atoms and positions in Å:
C -1.1345 -0.1720 -1.5319
C -0.9176 0.1023 -0.0553
S -1.4075 -1.4788 0.7831
N 0.4396 0.4304 0.2942
C 0.7851 1.3425 1.3586
C 1.5152 -0.6209 -0.0258
O 1.1736 -1.7608 -0.4466
O 2.6948 -0.2299 0.1026
H -0.7369 -1.1136 -1.9439
H -2.1170 -0.4084 -1.8365
H -0.8613 0.6036 -2.0902
H -1.7403 0.7133 0.1959
H -0.2957 -1.9229 0.3616
H 0.4386 2.2941 1.0114
H 0.3704 1.0054 2.2635
H 1.7937 1.2157 1.5595

Properties
Gap between HOMO and LUMO, eV: 7.69
SMILES: C[C@@H](S)N(C)C(=O)[O-]
LUMO, eV: 3.5337
Net charge: -1


Model 2:
2 unconnected molecules or ions with the total composition C4H8NO2S. Source: OMol25; level of theory: ωB97M-V with the def2-TZVPD basis set.

Atoms and positions in Å:
O 2.0260 0.4947 2.1852
C 2.0904 1.0707 0.9969
C 0.8618 0.7003 0.1371
C 0.5177 1.3974 -0.9680
S -2.5065 0.1693 -1.6284
N 0.1622 -0.3036 0.6771
C -0.2748 -1.5631 -0.0521
O 0.6648 -2.4336 0.0818
H 2.1816 2.1745 1.0061
H 2.9348 0.7105 0.3609
H 1.2335 2.0990 -1.3936
H -0.4939 1.2984 -1.3766
H -2.2101 -0.0493 -0.3453
H 0.6740 -0.5495 1.5529
H -1.2643 -1.8147 0.3813
H -0.4665 -1.2477 -1.1083

Properties
Gap between HOMO and LUMO, eV: 4.44
LUMO, eV: 0.2029
Net charge: -1


Which one sits at the top of the stability order? model 1 does.


Model 1:
2 unconnected molecules or ions with the total composition H2N5O. Source: OMol25; level of theory: ωB97M-V with the def2-TZVPD basis set.

Atoms and positions in Å:
N 2.6511 -0.0391 -0.7761
N 1.5735 -0.1838 -0.5576
N -1.7830 1.1591 2.1751
N 0.3756 -0.1163 -0.4074
N -1.0185 0.7086 1.5364
O -0.5133 -1.0395 -0.8991
H -1.1588 -0.8043 -1.5648
H -0.1266 0.3153 0.4936

Properties
Gap between HOMO and LUMO, eV: 10.76
LUMO, eV: -6.0162
Net charge: +1


Model 2:
2 unconnected molecules or ions with the total composition H2N5O. Source: OMol25; level of theory: ωB97M-V with the def2-TZVPD basis set.

Atoms and positions in Å:
N 0.1286 -1.0900 -0.3714
N -0.3740 -0.4236 -1.1840
N 0.6733 -1.7658 0.3103
N -1.1053 2.5559 0.6907
N -0.2972 1.8136 0.7433
O 0.4911 0.9518 0.7158
H 1.4801 -1.6705 1.0786
H -0.9966 -0.3715 -1.9832

Properties
Gap between HOMO and LUMO, eV: 9.88
LUMO, eV: -6.3351
Net charge: +1


Model 3:
2 unconnected molecules or ions with the total composition H2N5O. Source: OMol25; level of theory: ωB97M-V with the def2-TZVPD basis set.

Atoms and positions in Å:
N -0.9243 0.8914 0.5557
N -1.0066 -0.2379 0.6923
N -0.6554 1.8738 0.0115
N 0.6549 -0.9934 -0.3637
N 1.4019 -1.4433 -1.0429
O 2.2270 -2.0619 -1.5256
H -0.7160 2.9124 0.2442
H -0.9815 -0.9411 1.4285

Properties
Gap between HOMO and LUMO, eV: 9.97
LUMO, eV: -6.1365
Net charge: +1


Which one sits at the top of the stability order? model 1 does.